The following is a quantum chemistry calculation of a molecular structure, C31H35AsAuN6O3S, from OMol25.

Geometry as XYZ:
```
78
Properties=species:S:1:pos:R:3:mulliken_spin:R:1
Au 2.55002 -0.02444 -0.58047 0.010
N 6.62964 0.73573 -0.29950 0.000
C 5.58323 0.14221 -0.85863 0.002
N 4.49415 0.53137 -0.21913 0.000
C 4.95030 1.38422 0.75146 -0.001
N 6.25245 1.52320 0.72336 0.000
C 4.08840 2.06770 1.72751 0.001
C 4.62458 3.00104 2.60845 0.000
N 3.86532 3.62099 3.50226 0.000
C 2.57695 3.30230 3.50865 0.000
C 2.03973 2.37002 2.62792 0.000
N 2.79708 1.74948 1.73167 0.000
H 7.60356 0.65615 -0.54483 0.000
H 5.63024 -0.53954 -1.69031 0.000
H 5.67889 3.24498 2.58415 0.000
H 1.94562 3.80025 4.23446 0.000
H 0.98666 2.12402 2.65059 0.000
C -1.95511 1.99611 5.26827 0.000
C -1.57897 1.71017 3.84141 0.002
C -1.77497 2.64744 2.83866 0.000
C -1.43322 2.38278 1.51650 -0.001
C -1.67957 3.45291 0.48135 0.005
C -0.88955 1.13214 1.17914 0.036
As -0.36597 1.07846 -0.70625 0.010
N 0.62819 -0.54951 -0.96875 0.421
C 0.13788 -1.68432 -1.48176 0.121
C -1.20346 -2.10179 -1.22296 0.039
C -1.70433 -3.26819 -1.71369 -0.006
C -0.90022 -4.09217 -2.52334 0.163
C 0.39680 -3.73715 -2.81389 -0.061
C 0.93399 -2.55463 -2.31363 0.181
C -1.95871 0.71715 -1.79826 0.020
C -1.69767 0.73268 -3.17682 -0.033
C -0.32201 0.87200 -3.78793 -0.013
C -2.74778 0.56049 -4.07687 0.006
C -4.05168 0.38777 -3.65448 -0.001
C -5.18038 0.21507 -4.63062 0.000
C -4.29209 0.37034 -2.28398 0.000
C -3.28189 0.52226 -1.34626 -0.010
C -3.68684 0.43393 0.10390 0.000
C -0.65284 0.17809 2.18130 0.013
C -0.02324 -1.16761 1.93882 0.004
C -1.01294 0.49056 3.48847 -0.004
H -2.41234 2.97904 5.36844 0.000
H -1.07902 1.96089 5.91800 0.000
H -2.66267 1.25308 5.63831 0.000
H -2.20947 3.61009 3.08472 0.000
H -2.15760 4.31890 0.93550 0.000
H -2.32995 3.10504 -0.32614 0.001
H -0.74644 3.78961 0.02186 -0.004
H -1.80253 -1.48575 -0.57217 0.016
H -2.71362 -3.56905 -1.46944 0.000
H -1.30358 -5.01420 -2.92004 0.004
H 1.02381 -4.34988 -3.44738 0.001
H 2.46981 -1.43223 -2.25433 -0.010
H 0.43234 1.26516 -3.10927 0.005
H -0.36434 1.53785 -4.64992 0.000
H 0.02730 -0.10042 -4.14490 -0.001
H -2.52800 0.56863 -5.13921 0.000
H -4.82760 0.27120 -5.65896 0.000
H -5.93758 0.98715 -4.48760 0.000
H -5.66987 -0.75000 -4.49070 0.000
H -5.30729 0.22255 -1.93146 0.000
H -4.70436 0.05311 0.17485 0.000
H -3.66539 1.40616 0.59777 0.000
H -3.04071 -0.22264 0.68576 0.001
H 0.98644 -1.08080 1.53470 0.005
H -0.59618 -1.78139 1.24578 0.009
H 0.04416 -1.71917 2.87536 -0.004
H -0.84135 -0.25066 4.26165 0.000
C 2.89048 -5.44197 1.46444 0.139
S 2.10952 -4.19175 0.42675 0.401
O 2.17704 -2.25447 -2.69492 0.061
O 0.71249 -4.12181 0.81218 0.241
O 2.94545 -3.00112 0.48099 0.223
H 2.31274 -6.35640 1.36920 0.000
H 2.85438 -5.05354 2.48132 0.008
H 3.91366 -5.56585 1.12290 0.000
```

## Properties
Energy above the lowest of the compared OMol25 structures with the same formula, charge and spin   0.0 kJ/mol
Molar mass   843.6 u
2S+1   3
Charge   +1
Expectation value of S²   2.034
Gap between HOMO and LUMO (alpha / beta)   7.85 / 6.09 eV
LUMO level (alpha / beta)   -0.0902 / -0.1620 Ha
Energy   -4525.95133 Eh